Version A
ORCA calculation (ωB97M-V/def2-TZVPD) on 2 unconnected molecules or ions with the total composition H4SSi.

Geometry as XYZ:
```
6
H4SSi (ωB97M-V/def2-TZVPD)
Si -0.350 0.421 0.040
S 1.688 -0.085 0.103
H -1.158 -0.387 -0.895
H -0.618 -0.069 1.291
H -0.629 1.855 0.017
H 1.065 -1.736 -0.556
```

=====

Version B
ORCA calculation (ωB97M-V/def2-TZVPD) on H4SSi in the gas phase.

## Properties
SMILES: [SiH3]S

Geometry as XYZ:
```
6
H4SSi (ωB97M-V/def2-TZVPD)
Si -0.285 -0.316 0.022
S 1.931 -0.101 -0.047
H -0.757 1.078 0.234
H -0.615 -1.401 -1.079
H -0.625 -1.173 1.255
H 1.941 1.187 0.349
```

=====

Energy above the most stable structure, in eV: version A 1.744; version B 0.000

=====

Version A
ORCA calculation (ωB97M-V/def2-TZVPD) on 2 unconnected molecules or ions with the total composition C4H8OS.

Geometry as XYZ:
```
14
C4H8OS (ωB97M-V/def2-TZVPD)
C 1.414 0.459 0.778
C 2.165 -0.389 1.530
C -2.553 -0.185 -1.206
C -2.088 -0.276 0.004
O 1.100 1.609 -1.411
S 1.032 0.306 -0.962
H 0.928 1.201 1.395
H 2.790 -1.034 0.922
H 2.319 -0.510 2.584
H -3.357 0.509 -1.502
H -2.094 -0.690 -2.004
H -2.502 0.337 0.731
H -1.475 -1.129 0.203
H 2.321 -0.208 -1.063
```

=====

Version B
ORCA calculation (ωB97M-V/def2-TZVPD) on 2 unconnected molecules or ions with the total composition C4H8OS.

## Properties
SMILES: C#COC.CS

Geometry as XYZ:
```
14
C4H8OS (ωB97M-V/def2-TZVPD)
C 0.923 -1.846 -0.419
C 0.990 -0.663 -0.271
O 0.998 0.447 0.436
C 1.888 1.429 -0.071
H 0.906 -2.874 -0.539
H 1.479 2.121 -0.798
H 2.765 0.987 -0.402
H 2.060 2.173 0.650
C -2.163 -0.598 0.608
S -1.857 -0.191 -1.143
H -1.463 -1.353 0.995
H -3.150 -0.981 0.705
H -2.056 0.260 1.198
H -1.320 1.089 -0.949
```

=====

Energy above the most stable structure, in eV: version A 0.194; version B 0.000